23
Properties=species:S:1:pos:R:3:forces:R:3 method="wB97M-V/def2-TZVPD" gap_ev="7.217 / 8.402" max_force_ev_per_a=4.17 e_tot_ha=-546.89070 spin_multiplicity=3 e_lumo_ev="0.8 / -0.4" de_lowest_kcal_mol=30.5
N -1.76071 -3.14241 -0.30916 3.79 -0.65 -1.25
N -0.35252 -0.09719 -1.33686 -1.85 0.09 0.65
N -1.03356 0.80814 -0.59853 2.39 1.57 -0.09
N -2.76502 1.19924 0.98368 0.18 0.55 0.85
N -2.27115 -0.94467 0.43565 -2.99 2.79 0.84
C 1.04360 -0.03682 -1.16678 1.90 -1.77 -1.98
C 1.55272 0.37324 0.16136 -1.63 2.86 -0.12
C -0.22564 2.01119 -0.08654 -1.08 -0.54 -1.01
C 2.64565 -0.37039 0.75189 -2.37 -1.89 1.39
C -2.01112 0.41744 0.29343 -2.06 0.69 1.33
C 0.94576 1.47845 0.63708 1.20 -0.72 0.19
C -1.64081 -1.84237 -0.04343 2.37 -2.83 -1.17
H 1.44774 0.62640 -1.98970 0.08 -0.39 0.72
H 2.93230 0.06450 1.67665 0.21 0.13 1.04
H -2.70312 2.24735 1.14546 0.42 -2.09 -1.29
H 1.28540 2.02855 1.51116 -0.08 -0.35 0.13
H -2.54642 -3.73002 -0.56383 -0.36 0.44 0.13
H 1.46007 -1.09614 -1.41072 -0.72 1.58 0.17
H 2.19152 -1.42354 0.89754 1.37 1.29 -0.07
H 0.02363 2.63458 -0.97360 -0.14 -0.28 0.52
H -0.88682 2.54717 0.59845 0.33 0.12 -0.45
H -0.79009 -3.41640 -0.73892 -3.02 -0.05 1.06
H 3.45858 -0.33629 0.12573 2.06 -0.56 -1.59

94
Properties=species:S:1:pos:R:3:forces:R:3 method="wB97M-V/def2-TZVPD" gap_ev="5.963 / 5.993" max_force_ev_per_a=1.32 e_tot_ha=-9647.96648 spin_multiplicity=2 e_lumo_ev="-4.3 / -4.3" de_lowest_kcal_mol=36.2 charge=+1
I 0.30904 -0.55398 -2.69985 -0.21 -0.16 -0.03
I 0.73262 3.07963 1.17949 0.06 -0.29 0.00
Sb -0.86752 -3.00781 0.57598 0.05 -0.81 0.67
Ru 0.58114 0.52429 -0.39354 0.12 0.97 0.88
Se -0.36586 -1.09144 6.18743 -0.19 -0.11 0.03
Se 3.19635 0.48682 -0.58533 0.07 -0.08 0.14
Cl -2.78209 -1.31652 0.03139 0.11 -0.03 0.03
Cl -2.84916 1.55794 -1.47840 -0.15 -0.09 0.14
Cl -2.42528 1.32247 1.77822 -0.09 -0.02 0.14
P 1.46915 -0.71919 5.27526 0.22 0.12 0.20
P 3.47104 0.40034 1.56836 0.29 -0.14 -0.25
Si -1.71970 0.62139 -0.02542 0.72 0.35 -0.57
N 0.23089 -1.47622 3.07606 0.03 0.24 0.40
N 1.06320 -0.63927 1.27509 -0.42 0.09 -0.28
N 0.10054 -1.36443 1.80026 -0.54 0.55 0.01
C 6.98106 -1.47046 2.41469 0.00 -0.08 0.00
C 3.35626 -4.02020 6.69384 0.04 -0.06 0.01
C 1.26804 -3.49362 0.54778 -0.17 -0.13 -0.43
C 1.30524 -0.74700 3.44097 0.15 -0.41 0.20
C 1.80549 -3.90197 -0.80803 0.13 -0.12 0.11
C 2.95297 1.17470 6.69806 0.00 -0.19 0.00
C -1.36082 -5.55743 -0.95763 -0.03 -0.01 0.09
C 6.60482 -2.79593 2.57122 0.04 0.06 -0.01
C 2.54960 3.53540 6.50459 -0.02 -0.01 -0.05
C 4.11999 -1.67068 5.44100 -0.01 0.18 -0.01
C 1.37845 2.01088 5.07388 0.05 -0.11 -0.07
C 4.13681 1.93992 2.23859 -0.29 0.04 -0.03
C 5.27385 -3.15917 2.44035 -0.02 -0.08 -0.03
C 4.36521 3.00451 1.37162 -0.07 -0.09 -0.08
C 3.20711 2.47303 7.10476 0.06 0.12 0.07
C 5.24884 4.29485 3.18806 0.03 0.03 0.09
C 1.51322 -4.54993 1.61591 0.11 0.11 0.00
C 2.04278 0.94116 5.67386 0.04 0.01 -0.13
C 4.91617 4.17964 1.85047 0.03 0.05 -0.06
C 4.68898 -0.86646 2.00766 -0.12 0.06 0.17
C -1.74911 -3.67497 2.43737 0.10 -0.19 -0.27
C -1.99377 -4.17615 -0.87816 0.04 0.16 -0.36
C 5.07792 -2.59404 5.81482 0.01 -0.13 0.07
C 1.89096 -0.24592 2.25790 -0.10 -0.03 0.26
C -1.83407 -5.19759 2.47931 -0.05 0.01 0.10
C 6.02712 -0.50584 2.13635 -0.01 0.04 -0.07
C -2.18415 -3.59271 -2.26340 0.01 0.03 0.01
C 2.39784 -3.08767 6.33790 -0.07 0.09 -0.07
C 0.41930 2.48002 -0.82317 -0.14 0.22 -1.28
C 1.63372 3.30452 5.48638 0.07 0.01 0.04
C 4.49203 2.05438 3.57957 0.02 -0.12 0.01
C 2.77389 -1.90539 5.70732 -0.05 0.00 -0.09
C 5.04836 3.22708 4.05116 0.02 0.04 0.01
C 4.31964 -2.20081 2.15668 -0.08 0.07 -0.05
C 4.69545 -3.77454 6.43840 0.02 0.10 -0.04
C -3.11952 -3.07123 2.68016 0.01 0.22 0.05
H -2.59248 -5.57278 1.79434 -0.06 -0.04 -0.08
H 5.32609 3.30472 5.09069 0.01 0.01 0.09
H 4.98219 -4.19171 2.57684 -0.03 -0.03 0.00
H 1.07257 -4.31087 2.58275 0.01 0.07 0.09
H -2.95012 -4.20763 -0.34853 -0.01 -0.01 0.07
H 1.16336 -5.53170 1.30344 -0.02 -0.08 -0.05
H -2.14309 -5.48388 3.48445 -0.04 -0.05 0.06
H -3.46807 -3.40989 3.65519 -0.03 -0.04 0.08
H 6.12066 -2.39192 5.62302 0.09 0.02 -0.02
H -0.52268 2.89145 -1.18134 0.16 0.15 0.12
H -1.24896 -3.59198 -2.81698 0.10 0.03 -0.06
H 1.70677 -2.53625 0.82894 -0.04 -0.49 -0.20
H 4.43918 -0.75663 4.95976 -0.01 0.06 -0.05
H -2.08625 -6.22629 -1.42223 -0.02 -0.09 -0.02
H -2.57760 -2.58211 -2.25607 -0.01 0.05 -0.02
H 1.26671 2.82692 -1.42243 -0.19 0.07 0.19
H 1.35206 -3.25354 6.55740 -0.05 -0.02 0.03
H -0.47977 -5.54529 -1.59185 0.06 0.01 -0.07
H 3.05726 -4.93182 7.18843 -0.02 -0.08 0.04
H 3.91035 2.65443 7.90544 0.02 0.01 0.04
H 4.11734 2.90563 0.32378 -0.04 0.02 0.00
H 5.09079 5.00288 1.17374 0.00 0.05 -0.04
H 7.34788 -3.54484 2.80137 0.06 -0.06 0.00
H 2.89416 -3.92654 -0.73694 0.10 -0.03 -0.05
H -3.84827 -3.39908 1.93908 -0.06 0.02 -0.07
H -0.89924 -5.70874 2.27359 0.13 -0.03 0.00
H 5.44307 -4.49466 6.73360 0.08 -0.07 0.03
H 3.28174 -2.48793 2.06764 0.00 -0.02 0.06
H 0.64204 1.81995 4.30180 -0.06 0.02 -0.02
H 2.59402 -4.61547 1.75008 0.08 -0.14 0.08
H 3.44499 0.34666 7.19542 -0.02 0.03 -0.03
H 4.35490 1.22940 4.25948 -0.06 -0.09 0.08
H 2.74217 4.54474 6.83665 0.02 0.08 0.02
H -3.09726 -1.98382 2.69919 -0.04 0.03 0.04
H 1.47523 -4.89693 -1.09265 -0.01 -0.10 -0.04
H -1.05733 -3.29475 3.18406 0.06 -0.07 0.06
H -2.89146 -4.22161 -2.80595 -0.04 -0.05 -0.04
H 5.67531 5.21494 3.56030 0.04 0.05 0.02
H 6.32966 0.52227 2.00586 0.03 0.10 0.02
H 8.01827 -1.18531 2.50632 0.07 0.02 0.01
H 1.11358 4.13164 5.02717 -0.05 0.08 -0.04
H -1.09426 -5.99262 0.00243 0.02 -0.03 0.10
H 1.55071 -3.20072 -1.59336 -0.06 0.17 -0.14

13
Properties=species:S:1:pos:R:3:forces:R:3 method="wB97M-V/def2-TZVPD" gap_ev=9.378 max_force_ev_per_a=0.75 e_tot_ha=-249.37440 smiles="C#CC(=C)NC" e_lumo_ev=1.1 de_lowest_kcal_mol=62.0
N 0.70570 -0.25934 -0.70202 0.02 0.09 -0.30
C -2.27498 1.49733 -1.19216 0.62 -0.08 0.42
C -0.13338 0.54244 0.07927 -0.16 -0.14 0.11
C 1.25229 -1.42856 -0.03043 0.10 -0.03 0.15
C 0.10376 0.71677 1.39136 -0.12 -0.03 -0.23
C -1.30930 1.08677 -0.58876 -0.31 0.11 -0.32
H 1.03098 0.33289 1.82286 -0.52 0.14 0.02
H -3.11826 1.92929 -1.70080 0.35 -0.26 0.21
H 1.56099 -2.23733 -0.71730 -0.23 0.63 0.12
H -0.63410 1.20309 2.01473 0.25 0.15 -0.04
H 0.34595 -0.45305 -1.61546 -0.18 0.05 -0.22
H 2.11556 -1.14612 0.57886 -0.02 -0.17 -0.11
H 0.46570 -1.78142 0.63902 0.18 -0.46 0.21

81
Properties=species:S:1:pos:R:3:forces:R:3 method="wB97M-V/def2-TZVPD" gap_ev=6.296 max_force_ev_per_a=1.57 e_tot_ha=-8067.58516 e_lumo_ev=1.8 de_lowest_kcal_mol=41.2 charge=-1
Cs 0.35540 -0.16680 0.17513 0.32 0.28 -0.31
Br 1.61126 5.00454 -5.92107 0.04 0.14 -0.19
Br -2.83350 2.97052 -3.13015 -0.14 -0.04 0.05
S 1.28622 2.43258 2.65442 0.22 -0.06 -0.01
S 4.28385 -4.25677 -5.08547 0.11 0.00 0.10
O -0.58360 1.72237 -1.36397 -0.79 0.61 -0.49
O 0.61234 -2.14352 1.82789 0.25 -1.31 0.83
O -1.50138 -3.35060 -2.12280 0.10 0.07 -0.16
N 4.43367 -4.58397 2.22200 -0.04 -0.03 -0.01
N -1.46318 1.06625 2.56965 -0.48 0.76 0.40
N 1.65579 -2.81858 1.64227 -0.10 0.16 0.30
N 0.51043 -3.98023 -7.66859 -0.02 -0.09 0.16
N -1.37760 2.43544 2.73517 -0.02 -0.51 -0.12
N 2.08431 1.89851 -1.63653 -0.13 0.33 -0.17
N 1.31445 -2.84341 5.07986 -0.02 -0.03 -0.01
N -0.41547 4.45541 2.36637 -0.03 -0.25 0.04
N 2.87741 -1.53637 -1.70008 -0.01 0.13 0.11
N -2.42030 -1.23079 1.39076 0.00 -0.17 -0.11
N -2.25334 -3.24753 -4.24576 0.18 0.05 -0.01
C 3.37530 -2.74034 -1.44168 -0.03 -0.11 -0.14
C -0.40783 3.83057 -4.32466 -0.29 0.04 -0.07
C 0.52904 -4.65560 -6.51475 -0.14 0.05 -0.13
C 3.27537 -1.90990 -4.02892 0.06 0.01 0.11
C -3.11022 -1.81213 3.60201 0.03 0.17 0.09
C 1.64665 -3.40141 -8.03426 0.17 0.04 -0.03
C -2.58057 0.56144 2.93640 0.50 -0.24 -0.12
C 2.82394 -3.45739 -7.29267 0.01 0.01 -0.04
C 0.93759 3.96672 -4.48884 0.18 -0.33 0.47
C -0.16839 2.40306 -2.32747 0.61 -0.07 0.15
C 4.20597 1.34876 -0.64799 0.08 -0.04 0.13
C 2.29076 -3.26356 2.73877 -0.43 0.13 -0.77
C -0.94940 3.07459 -3.27760 0.19 0.20 -0.28
C 4.01085 2.78935 -2.72302 -0.06 -0.05 0.09
C -3.71122 1.30833 3.56979 -0.15 0.12 0.11
C 3.75859 -3.18739 -3.75878 -0.09 0.22 0.01
C -1.32969 -2.98718 -3.27263 -0.28 -0.07 0.06
C 1.83084 3.32746 -3.57651 0.02 0.26 -0.37
C 2.82619 -4.15084 -6.09318 -0.29 -0.06 -0.09
C 3.23831 3.42521 -3.65028 -0.02 -0.03 0.04
C -3.14938 -3.15226 3.25711 0.01 0.00 -0.02
C 2.84852 -1.12709 -2.96690 0.14 -0.10 -0.13
C -2.71563 -0.88819 2.64182 -0.12 -0.18 -0.14
C 1.75418 -3.03308 4.03169 0.18 -0.07 0.32
C 3.83040 -3.60017 -2.43812 -0.02 -0.12 0.04
C -0.09742 -2.25065 -3.72556 -0.08 0.02 0.01
C -2.82191 -3.51557 1.96243 -0.01 0.00 -0.02
C -0.20651 3.10394 2.55901 -0.12 0.29 -0.05
C 1.64034 -4.77089 -5.70537 0.20 0.00 0.15
C 3.38933 2.02443 -1.71049 0.05 0.02 0.00
C 3.46684 -4.00413 2.46912 0.29 -0.09 0.29
C -2.47106 -2.51939 1.06409 0.05 0.01 -0.01
C 1.29431 2.55243 -2.52931 -0.10 -0.14 0.08
H 3.69294 4.01406 -4.43571 -0.02 0.00 -0.02
H 1.57414 -5.32870 -4.77992 0.08 0.02 0.01
H -0.11607 -1.24175 -3.31450 0.01 0.02 0.16
H 4.19835 -4.58152 -2.17066 0.01 -0.02 -0.04
H -1.08794 4.31687 -5.01289 0.03 0.00 0.00
H -3.14483 -3.60726 -3.94966 -0.02 0.03 -0.04
H -2.17431 -2.79163 -5.13777 -0.11 -0.05 0.00
H 3.71565 -2.95508 -7.64339 0.00 0.00 0.01
H 0.76846 -2.77432 -3.33262 0.07 0.03 0.04
H 2.46138 -0.12807 -3.14006 -0.02 -0.03 -0.01
H -3.41430 -3.89999 3.99332 0.00 0.00 0.01
H -0.39627 -5.13092 -6.20959 -0.05 0.03 -0.07
H -4.50107 0.62993 3.88318 0.04 -0.04 0.00
H -1.21055 4.68907 1.78839 0.06 0.08 -0.03
H 5.09073 2.86379 -2.74687 0.00 0.00 -0.03
H 0.43158 4.94760 2.13054 -0.03 -0.01 -0.01
H -0.01457 -2.15954 -4.80767 0.00 -0.11 -0.05
H -3.33373 -1.48285 4.60905 0.00 -0.05 0.01
H -2.23579 2.95953 2.82006 0.05 0.11 -0.05
H -3.37729 1.87982 4.43963 0.02 0.00 -0.02
H 3.21720 -1.53377 -5.04130 0.00 0.01 -0.02
H -2.20479 -2.76420 0.04186 0.00 -0.03 0.00
H 1.63398 -2.85100 -8.96932 -0.05 -0.01 0.01
H 4.19913 1.95248 0.26336 0.00 0.01 -0.01
H 5.24409 1.21053 -0.95369 -0.01 0.03 -0.03
H 3.78293 0.37616 -0.40412 -0.03 0.01 -0.01
H 3.37807 -3.05500 -0.40349 -0.02 0.03 -0.01
H -4.16256 2.00890 2.85812 0.02 -0.01 -0.01
H -2.82108 -4.54798 1.64119 -0.01 -0.01 0.04